Density functional theory data (ωB97M-V/def2-TZVPD) for a 4-piece molecular cluster, C27H53FNO6PS overall in a non-equilibrium geometry.

## Properties
SMILES: CCC[C@@H]1[C@@H](Cc2ccccc2C)[C@@H](C[C@H](C)F)S(=O)(=O)O[C@H]1[PH2]=N.CC(C)O.CC(C)O.CC(C)O
Energy in Eh: -2406.14893

Each line ends with the Löwdin charge.
Positions of all 90 atoms, in Å:
1 C 3.99062 0.39192 0.83179  -0.102
2 C 3.95432 1.91295 0.76321  -0.242
3 C 2.65750 2.50802 1.32227  -0.159
4 C 2.12966 1.89682 2.61834  -0.263
5 C 2.53160 2.68849 3.87365  -0.413
6 P 4.27530 3.28375 3.95141  0.770
7 N 4.58543 4.67205 3.29684  -0.296
8 O 2.33240 1.85933 5.04460  -0.246
9 S 0.78626 1.68135 5.40561  0.655
10 O 0.75786 0.71240 6.45265  -0.242
11 O 0.17563 2.95073 5.65220  -0.247
12 C 0.11404 0.99889 3.88597  -0.251
13 C 0.50248 -0.49274 3.85610  -0.122
14 C -0.43807 -1.40304 4.62298  -0.383
15 C -0.29363 -2.84324 4.19391  -0.031
16 F -1.76294 -1.02008 4.42404  -0.015
17 C 0.58317 1.80740 2.64574  -0.234
18 C 0.00886 1.19599 1.36931  -0.110
19 C -1.48955 0.99912 1.40414  -0.177
20 C -2.02765 -0.28656 1.47603  -0.044
21 C -3.40277 -0.47868 1.55070  -0.084
22 C -4.25543 0.61625 1.54447  -0.087
23 C -3.74260 1.90409 1.43222  -0.043
24 C -2.36003 2.10200 1.37355  -0.218
25 C -1.89877 3.53424 1.27000  -0.034
26 H 4.25102 0.06917 1.84169  0.065
27 H 3.00871 -0.01587 0.60746  0.056
28 H 4.73917 -0.03461 0.17431  0.074
29 H 3.98358 2.19371 -0.28950  0.106
30 H 4.85331 2.35405 1.18330  0.082
31 H 2.83701 3.56815 1.50059  0.100
32 H 1.92302 2.46441 0.52946  0.097
33 H 2.47472 0.87749 2.78804  0.128
34 H 1.88260 3.56179 3.94933  0.126
35 H 5.03427 2.20178 3.46592  0.012
36 H 4.54361 3.31651 5.33172  0.016
37 H 3.78443 5.10797 2.86190  -0.042
38 H -0.95987 1.09349 4.02349  0.138
39 H 1.47891 -0.60491 4.32463  0.127
40 H 0.61166 -0.87275 2.84492  0.110
41 H -0.24990 -1.35466 5.69052  0.133
42 H -0.41123 -2.95948 3.11695  0.076
43 H 0.68121 -3.23320 4.47439  0.089
44 H -1.05100 -3.45307 4.67588  0.084
45 H 0.21406 2.82175 2.79450  0.137
46 H 0.49054 0.25213 1.13078  0.113
47 H 0.20091 1.83256 0.51273  0.104
48 H -1.35036 -1.12815 1.48827  0.106
49 H -3.81537 -1.47361 1.63207  0.106
50 H -5.32495 0.49036 1.62473  0.102
51 H -4.39839 2.76006 1.42523  0.111
52 H -0.88065 3.62981 0.90509  0.069
53 H -2.53782 4.10070 0.60032  0.081
54 H -1.93863 4.02133 2.24291  0.091
55 C -2.70013 1.18765 -2.63316  -0.049
56 C -3.52916 -0.01556 -3.04369  -0.483
57 C -4.97049 0.14739 -2.58905  -0.056
58 O -2.96435 -1.20542 -2.49076  -0.072
59 H -2.69794 1.27598 -1.54127  0.073
60 H -1.66205 1.07654 -2.95198  0.066
61 H -3.09303 2.11485 -3.05405  0.083
62 H -3.49948 -0.14592 -4.12630  0.138
63 H -5.01306 0.23644 -1.49954  0.069
64 H -5.56630 -0.72258 -2.86892  0.080
65 H -5.43132 1.03586 -3.02321  0.081
66 H -2.98212 -1.11391 -1.53030  0.075
67 C 2.47077 -1.82527 -3.17315  -0.061
68 C 1.38927 -1.41367 -2.18899  -0.480
69 C 0.01715 -1.39379 -2.84449  -0.056
70 O 1.68616 -0.12920 -1.63039  -0.069
71 H 2.52255 -1.11512 -4.00257  0.084
72 H 3.44869 -1.83440 -2.68768  0.076
73 H 2.26970 -2.81332 -3.58362  0.067
74 H 1.37973 -2.10735 -1.34629  0.137
75 H -0.00085 -0.67127 -3.66531  0.089
76 H -0.75159 -1.09820 -2.12872  0.054
77 H -0.23947 -2.37313 -3.24786  0.077
78 H 1.69792 0.50538 -2.35458  0.087
79 C -0.28842 -5.33896 -5.80632  -0.060
80 C -0.39475 -3.84079 -6.04667  -0.498
81 C -0.76930 -3.53080 -7.48768  -0.061
82 O 0.83431 -3.19706 -5.70539  -0.070
83 H 0.49222 -5.77151 -6.43825  0.081
84 H -0.02073 -5.54217 -4.76895  0.078
85 H -1.22936 -5.84389 -6.02809  0.080
86 H -1.14486 -3.41725 -5.37731  0.132
87 H -0.00327 -3.90948 -8.17003  0.081
88 H -0.84164 -2.45381 -7.64059  0.079
89 H -1.72367 -3.98563 -7.75581  0.080
90 H 1.52061 -3.54901 -6.28242  0.090